(1)
ORCA calculation (ωB97M-V with the def2-TZVPD basis set) on a molecular structure, C23H26N11O2RuSTe.

XYZ file:
```
65
Properties=species:S:1:pos:R:3:forces:R:3:nbo_charge:R:1
Ru 0.9386 -0.4003 0.3998 0.284 -0.370 -0.243 1.062
N 4.8420 -0.7161 2.0307 -0.751 -0.617 0.047 -0.289
C 3.6408 -1.2753 1.8453 0.077 -0.123 0.005 0.230
N 2.9354 -0.5100 1.0213 0.585 0.202 0.110 -0.537
C 3.7842 0.5319 0.7310 0.287 -0.632 0.581 0.283
N 4.9356 0.4077 1.3440 0.303 1.100 -0.665 -0.180
C 3.3704 1.6115 -0.1408 0.472 0.866 -0.477 0.093
C 4.1737 2.7337 -0.4121 -0.392 -1.058 0.524 0.079
N 3.7190 3.6946 -1.1724 0.635 1.027 -0.234 -0.317
C 2.5172 3.6118 -1.6878 -0.660 -0.741 -0.058 0.040
C 1.7228 2.4816 -1.4559 0.179 0.715 -0.428 0.036
N 2.1586 1.4983 -0.6934 -0.094 -0.830 0.592 -0.444
H 5.6262 -1.0386 2.5911 -0.184 0.016 -0.084 0.464
H 3.3094 -2.1967 2.2849 0.009 -0.136 0.158 0.248
H 5.1629 2.8369 0.0072 0.134 -0.056 0.081 0.244
H 2.1820 4.4351 -2.3005 -0.127 0.038 -0.080 0.233
H 0.7432 2.3908 -1.8961 -0.085 -0.007 0.032 0.201
N -4.7248 3.3627 -3.9626 0.395 -0.244 0.545 -0.546
C -4.0593 2.8114 -2.9512 -0.263 0.168 -0.331 0.233
C -4.6030 2.8013 -1.6371 -0.029 -0.042 0.669 -0.169
C -3.8956 2.2517 -0.5946 -0.394 0.316 -0.015 -0.114
C -2.6414 1.6926 -0.8355 0.214 0.214 0.048 -0.177
C -2.0896 1.6808 -2.1171 0.041 0.200 -0.754 -0.198
C -2.7811 2.2252 -3.1669 0.618 -0.296 0.108 -0.151
S -1.5788 1.1286 0.4736 0.964 -1.053 0.725 2.296
O -0.3503 1.8969 0.4943 -0.570 0.452 -0.246 -0.944
O -2.2522 0.9027 1.7032 -0.723 0.446 -0.204 -0.866
N -0.9593 -0.3422 -0.0738 0.532 2.261 0.352 -0.830
C -1.8474 -1.2459 -0.4764 -1.900 -2.600 -0.942 0.532
N -3.1087 -0.8416 -0.6481 0.644 0.634 0.334 -0.496
C -4.0208 -1.7275 -0.9775 -0.143 -0.808 -0.195 0.131
C -3.6980 -3.0679 -1.1779 0.138 0.191 -0.016 -0.289
C -2.3561 -3.3988 -1.0485 -0.463 -0.126 -0.087 0.117
N -1.4309 -2.5114 -0.6997 0.162 0.959 0.696 -0.557
H -5.6294 3.7911 -3.8259 -0.120 0.062 -0.024 0.442
H -4.3193 3.4096 -4.8868 -0.051 0.000 -0.125 0.438
H -5.5631 3.2659 -1.4624 -0.092 -0.018 0.058 0.260
H -4.2782 2.2598 0.4141 -0.167 0.020 0.090 0.271
H -1.1114 1.2385 -2.2594 -0.063 0.020 -0.167 0.240
H -2.3569 2.2318 -4.1596 0.044 -0.028 -0.114 0.250
H -5.0291 -1.3542 -1.0888 -0.147 -0.071 -0.022 0.228
H -4.4489 -3.7960 -1.4404 0.014 -0.060 -0.007 0.268
H -1.9890 -4.4032 -1.2188 -0.142 -0.083 -0.045 0.228
N -0.2573 -2.5916 2.4923 -0.057 -0.203 -0.365 -0.795
C 0.0691 -1.4601 3.1658 0.196 0.099 0.550 0.416
C 0.0412 -1.4146 4.5736 -0.066 0.116 -0.239 -0.273
C 0.4425 -0.2717 5.2188 -0.036 -0.063 -0.183 -0.081
C 0.8489 0.8387 4.4704 0.038 0.042 -0.455 -0.261
C 0.8741 0.7238 3.1017 0.193 0.770 0.921 0.057
N 0.5168 -0.4024 2.4689 -0.085 -0.474 -0.482 -0.552
H -0.6991 -3.3309 3.0187 0.013 0.031 -0.102 0.426
H -0.5125 -2.5331 1.5123 -0.102 -0.074 0.217 0.400
H -0.3143 -2.2725 5.1232 0.007 -0.095 0.032 0.250
H 0.4418 -0.2243 6.2976 -0.065 -0.023 0.074 0.258
H 1.1266 1.7649 4.9455 0.067 0.073 0.005 0.260
H 1.1716 1.5520 2.4656 -0.008 -0.045 0.137 0.225
C 1.6870 -3.7712 -0.5578 -0.167 0.034 -0.052 -0.845
Te 1.1133 -2.0399 -1.6996 1.409 -0.319 -0.434 0.871
C 3.1117 -1.7208 -2.4771 -0.125 0.105 0.164 -0.887
H 1.1471 -4.6386 -0.9307 -0.034 0.082 -0.046 0.260
H 1.4489 -3.6186 0.4935 -0.009 0.023 -0.060 0.233
H 2.7552 -3.9229 -0.6935 -0.016 0.103 -0.024 0.254
H 3.7567 -1.2804 -1.7186 -0.051 -0.039 0.005 0.228
H 3.0701 -1.0667 -3.3470 -0.154 0.026 0.090 0.254
H 3.5227 -2.6769 -2.7952 -0.126 -0.079 0.057 0.258
```
Forces are in eV/Å.

Results
- HOMO energy (alpha / beta) (eV) = -16.424 / -16.394
- ⟨S²⟩ = 6.0517
- total charge = +3
- spin multiplicity = 5
- Kohn-Sham gap (alpha / beta) (hartree) = 0.300 / 0.185


(2)
ORCA calculation (ωB97M-V with the def2-TZVPD basis set) on C23H26N2O5 in the gas phase.

XYZ file:
```
56
Properties=species:S:1:pos:R:3:forces:R:3:nbo_charge:R:1
C -1.9106 -0.3952 -4.8255 0.220 0.131 0.347 -0.633
C -1.5122 0.6202 -3.7636 -0.230 0.255 -0.520 -0.070
H -0.9856 1.4653 -4.2213 -0.142 -0.105 0.136 0.197
H -2.3880 0.9732 -3.2151 0.120 -0.016 -0.035 0.193
O -0.6777 0.0315 -2.7749 0.221 -0.261 0.239 -0.513
C 0.6327 -0.0567 -3.0401 0.280 0.305 -0.503 0.787
O 1.1222 0.3962 -4.0562 -0.233 -0.025 -0.006 -0.637
C 1.3458 -0.7398 -1.9542 0.167 -0.374 0.380 -0.227
C 2.6900 -0.8775 -1.9415 -0.352 0.198 -0.305 0.289
N 3.3076 -1.5388 -0.9049 0.327 -0.009 -0.001 -0.583
C 2.6322 -2.1950 0.0926 -0.519 -0.163 0.255 0.290
C 1.2841 -2.1106 0.1592 0.178 0.137 -0.432 -0.228
C 0.5431 -2.8056 1.2123 0.294 -0.316 0.362 0.778
O 1.0297 -3.5196 2.0667 -0.097 0.004 -0.046 -0.634
O -0.7722 -2.5550 1.1380 0.085 0.212 -0.283 -0.518
C -1.6221 -3.1693 2.0992 -0.256 -0.268 0.568 -0.069
C -2.7978 -2.2454 2.3660 0.339 -0.144 -0.269 -0.632
H -3.5181 -2.7415 3.0104 -0.069 -0.040 0.093 0.212
H -3.2703 -1.9883 1.4217 -0.127 0.061 -0.036 0.233
H -2.4577 -1.3312 2.8476 -0.001 0.100 0.065 0.205
H -1.9685 -4.1250 1.6885 0.107 0.100 0.060 0.180
H -1.0448 -3.3698 3.0092 -0.152 -0.012 -0.209 0.203
C 0.4866 -1.2571 -0.8104 -0.047 -0.025 0.028 -0.236
C -0.1285 -0.0941 -0.0622 0.282 0.136 0.095 -0.001
C 0.6377 0.8141 0.5793 -0.360 -0.365 -0.267 -0.162
C 0.0774 1.9071 1.3064 -0.394 0.240 0.151 -0.155
C 0.8432 2.8628 1.9835 -0.177 -0.023 -0.022 -0.142
C 0.2382 3.8868 2.6703 0.073 0.012 0.009 -0.249
C -1.1568 3.9999 2.7111 -0.015 -0.165 -0.114 0.017
C -1.9252 3.0645 2.0474 0.061 0.055 0.037 -0.271
C -1.3241 2.0193 1.3443 0.636 0.217 0.173 0.275
N -2.0701 1.0858 0.6814 -0.390 -0.004 -0.017 -0.588
C -1.5865 0.0112 -0.0421 -0.192 0.291 0.180 0.631
O -2.3726 -0.7404 -0.5854 -0.143 -0.206 -0.167 -0.631
H -3.0799 1.1700 0.7098 0.177 -0.119 -0.075 0.410
H -3.0041 3.1343 2.0666 -0.132 0.028 0.015 0.204
C -1.7882 5.1260 3.4692 0.000 0.000 0.001 -0.628
H -2.8722 5.0826 3.4063 -0.074 0.046 0.029 0.214
H -1.4535 6.0831 3.0712 -0.026 0.086 0.013 0.222
H -1.4975 5.0842 4.5181 -0.027 0.044 0.075 0.222
H 0.8386 4.6192 3.1894 0.081 0.075 0.054 0.211
H 1.9200 2.7821 1.9575 0.123 -0.013 -0.004 0.211
H 1.7157 0.7216 0.5542 0.145 -0.068 -0.035 0.213
H -0.3508 -1.8395 -1.2124 0.164 0.104 0.067 0.257
C 3.4875 -2.9735 1.0359 0.066 -0.048 0.089 -0.648
H 3.3099 -2.6526 2.0597 0.053 -0.032 0.020 0.254
H 4.5427 -2.8556 0.7954 0.077 0.026 -0.040 0.196
H 3.2235 -4.0282 0.9975 0.049 -0.019 0.030 0.254
H 4.3094 -1.6503 -0.9558 -0.198 -0.001 0.026 0.403
C 3.6499 -0.3797 -2.9724 -0.104 0.124 -0.129 -0.675
H 4.1609 -1.2221 -3.4384 0.070 -0.078 -0.014 0.222
H 3.1274 0.1802 -3.7392 0.117 -0.033 0.035 0.284
H 4.3988 0.2585 -2.5036 0.094 0.018 0.067 0.216
H -2.3886 -1.2502 -4.3541 -0.085 -0.080 -0.001 0.216
H -2.6024 0.0605 -5.5283 -0.085 0.029 -0.093 0.213
H -1.0284 -0.7323 -5.3645 0.025 -0.024 -0.078 0.219
```
Forces are in eV/Å.

Results
- SMILES string = CCOC(=O)C1=C(C)NC(C)=C(C(=O)OCC)C1c1cc2ccc(C)cc2[nH]c1=O
- HOMO energy (eV) = -7.972
- total charge = 0
- Kohn-Sham gap (hartree) = 0.311


(3)
ORCA calculation (ωB97M-V with the def2-TZVPD basis set) on C23H26N4O2S in the gas phase.

XYZ file:
```
56
Properties=species:S:1:pos:R:3:forces:R:3:nbo_charge:R:1
C -4.9884 -0.8151 -0.4030 0.042 0.292 0.009 -0.613
H -6.0530 -0.9570 -0.5676 -0.121 -0.072 -0.021 0.213
C -4.7478 0.4423 0.4274 -0.188 0.049 0.041 -0.059
N -3.3274 0.6413 0.6423 -0.260 -0.123 0.390 -0.626
C -2.6518 1.6867 0.1416 0.402 -0.116 0.450 0.688
O -3.1412 2.5901 -0.5018 -0.048 0.294 -0.336 -0.629
C -1.1704 1.7107 0.5634 -0.319 -0.050 0.386 -0.304
N -0.2484 1.4967 -0.5225 0.246 0.107 -0.194 -0.377
C -0.3683 0.7272 -1.6448 -0.243 -0.255 -0.443 0.220
N 0.6955 0.7151 -2.3969 -0.084 -0.155 -0.461 -0.471
C 1.6036 1.5117 -1.7553 -0.198 0.308 0.696 0.067
C 2.9107 1.8454 -2.0979 -0.062 0.076 0.037 -0.205
C 3.6163 2.6355 -1.2181 0.182 -0.045 -0.168 -0.231
C 3.0486 3.0933 -0.0259 -0.097 0.082 0.145 -0.207
C 1.7497 2.7914 0.3225 -0.053 0.124 0.167 -0.244
C 1.0287 2.0002 -0.5595 0.486 -0.063 -0.444 0.174
H 1.3202 3.1509 1.2448 -0.013 0.035 0.116 0.219
H 3.6445 3.7023 0.6371 0.041 0.054 0.072 0.215
H 4.6343 2.9110 -1.4498 0.092 0.027 -0.026 0.214
H 3.3407 1.4969 -3.0238 0.058 -0.054 -0.109 0.223
S -1.8015 -0.2096 -2.0321 0.063 -0.280 -0.169 0.279
C -1.2391 -1.8613 -1.4142 -0.049 0.485 -0.200 -0.601
H -0.6579 -2.3408 -2.1936 0.027 -0.066 0.073 0.232
C -0.5159 -1.6105 -0.1094 -0.059 -0.337 -0.185 0.692
O -1.1622 -1.3604 0.8990 -0.150 -0.006 0.250 -0.668
N 0.8347 -1.5800 -0.1368 -0.148 0.054 0.016 -0.455
C 1.6315 -1.0180 0.8743 0.392 0.238 0.341 0.220
C 1.2652 -0.5847 2.1359 -0.239 -0.039 0.152 -0.258
C 2.2313 0.0258 2.9232 0.073 0.040 -0.002 -0.206
C 3.5281 0.1901 2.4704 0.117 0.053 0.081 -0.218
C 3.8962 -0.2740 1.2147 -0.105 -0.043 0.031 -0.185
C 2.9450 -0.8812 0.4262 -0.192 -0.079 0.039 -0.052
C 3.0803 -1.4482 -0.9506 -0.027 0.150 -0.103 -0.427
H 3.8544 -2.2156 -0.9941 -0.023 -0.043 -0.054 0.222
H 3.3382 -0.6648 -1.6642 0.014 -0.061 -0.012 0.239
C 1.6887 -2.0393 -1.2423 0.104 -0.546 -0.591 -0.041
C 1.7236 -3.5667 -1.2598 -0.021 0.258 -0.036 -0.612
H 2.1409 -3.9373 -0.3255 0.052 -0.058 0.095 0.214
H 2.3438 -3.9115 -2.0832 0.074 -0.076 -0.081 0.218
H 0.7269 -3.9862 -1.3775 -0.085 -0.068 -0.025 0.207
H 1.3110 -1.6475 -2.1902 0.037 -0.035 0.187 0.238
H 4.9081 -0.1589 0.8575 0.124 0.028 -0.044 0.216
H 4.2602 0.6741 3.0985 0.072 0.050 0.071 0.214
H 1.9591 0.3756 3.9078 -0.021 0.026 0.095 0.215
H 0.2628 -0.7234 2.5038 -0.008 -0.007 -0.017 0.247
H -2.1593 -2.4125 -1.2285 0.080 -0.040 0.072 0.254
H -0.9722 2.7099 0.9628 -0.112 -0.126 -0.060 0.233
H -0.9891 0.9693 1.3480 0.002 0.168 -0.105 0.225
H -2.8099 -0.1453 1.0179 0.158 0.144 -0.099 0.430
C -5.4520 0.3541 1.7801 0.041 0.148 -0.283 -0.605
H -6.5235 0.2443 1.6387 -0.154 -0.051 0.036 0.209
H -5.2684 1.2542 2.3612 0.007 0.063 0.073 0.216
H -5.0842 -0.5037 2.3397 0.022 -0.113 0.096 0.200
H -5.0988 1.3226 -0.1205 0.046 -0.146 0.088 0.229
H -4.4950 -0.7279 -1.3676 -0.005 -0.043 -0.089 0.216
H -4.5971 -1.6871 0.1181 0.036 -0.155 0.053 0.199
```
Forces are in eV/Å.

Results
- SMILES string = CC(C)NC(=O)Cn1c(SCC(=O)N2c3ccccc3C[C@H]2C)nc2ccccc21
- HOMO energy (eV) = -8.364
- total charge = 0
- Kohn-Sham gap (hartree) = 0.326


(4)
ORCA calculation (ωB97M-V with the def2-TZVPD basis set) on C23H26N4O3 in the gas phase.

XYZ file:
```
56
Properties=species:S:1:pos:R:3:forces:R:3:nbo_charge:R:1
O 0.7580 4.6257 0.6800 0.600 0.081 0.385 -0.631
O -1.0712 -2.4913 0.3075 0.598 0.060 2.034 -0.636
O 1.4851 0.1232 -1.8000 0.397 0.478 -0.991 -0.598
C 1.2689 3.6937 0.0710 -1.721 1.247 -1.474 0.669
C -0.9470 -2.1140 -0.8310 -1.602 -0.025 0.914 0.652
C 1.0205 0.5283 -0.7697 -0.516 -0.670 2.048 0.681
C -4.2594 -1.1741 0.5977 -0.107 -0.766 -3.359 0.014
C -3.3681 -0.2500 0.1101 -0.596 -1.309 2.925 -0.131
C 4.7616 -2.6265 -1.0653 -0.090 -2.151 -1.112 -0.212
C -2.6516 2.6576 2.5076 1.113 -1.327 -1.506 -0.206
C -3.5618 2.2662 3.4769 0.607 -0.543 -1.396 -0.231
C 5.5237 -1.4902 -1.2035 -2.187 1.020 0.810 -0.218
C 3.4967 -2.7285 -0.4257 2.069 2.767 -0.454 -0.215
C -2.4529 1.8270 1.3501 0.095 2.215 0.699 -0.268
C -4.3710 1.1636 3.2462 -0.085 0.287 1.583 -0.227
C 5.0151 -0.2833 -0.7061 -0.774 -2.324 0.591 -0.188
C 3.0293 -1.5052 0.0752 2.316 0.420 -0.868 -0.153
C -3.2347 0.6967 1.2071 0.324 -0.007 -1.408 -0.020
C -4.1829 0.3500 2.1805 1.125 1.563 -0.585 0.117
C 3.8116 -0.2785 -0.0302 -0.490 -0.986 -0.192 -0.036
N -4.8110 -0.7475 1.7585 -2.721 -3.651 0.894 -0.526
N -0.9629 -3.0189 -1.7965 0.391 0.805 -3.919 -0.598
N -0.2300 0.2114 -0.3385 -2.214 -1.238 -2.333 -0.628
N 1.5119 2.5470 0.7231 -0.506 -0.957 0.054 -0.616
C 1.3555 3.8212 -1.4501 0.782 -0.844 -0.859 -0.718
C -0.9342 -4.4421 -1.6592 -0.194 -0.371 0.912 -0.416
C -2.6434 -0.2625 -1.1346 0.730 -3.326 0.251 -0.411
C 3.3151 1.0737 0.4325 -0.801 -0.655 -3.163 -0.393
C -1.1540 -0.6529 -1.1987 1.299 -0.130 0.737 -0.107
C 1.7722 1.1469 0.4296 2.158 1.140 -0.482 -0.134
H -4.6241 -2.0632 -0.0312 0.399 1.357 1.578 0.215
H 5.0625 -3.4942 -1.6951 0.003 0.448 0.820 0.201
H -2.0133 3.5154 2.7371 -0.143 -0.278 -0.472 0.220
H -3.3986 2.7949 4.3724 -1.015 0.431 1.261 0.219
H 6.3150 -1.3852 -1.8714 1.505 -0.525 -0.856 0.209
H 2.9601 -3.6506 -0.4971 -0.459 -0.141 0.238 0.217
H -1.7723 2.1422 0.5285 -0.511 -0.133 0.797 0.215
H -5.1119 0.8333 3.9185 -0.745 0.005 1.184 0.204
H 5.4878 0.6126 -0.9452 0.835 1.462 -0.131 0.201
H 2.0217 -1.4705 0.3202 -1.664 0.203 1.081 0.189
H -5.5294 -1.3645 2.2323 1.460 1.634 -0.498 0.421
H -0.8555 -2.6554 -2.7458 -0.056 -0.266 0.539 0.386
H -0.6177 0.4896 0.5422 0.234 0.080 0.320 0.424
H 1.2750 2.6477 1.6642 -0.465 0.541 1.626 0.402
H 0.7456 2.9661 -1.8934 1.242 0.786 0.265 0.228
H 0.8111 4.7366 -1.7671 0.658 -0.485 0.507 0.249
H 2.4612 3.8565 -1.8335 -2.161 -0.349 0.546 0.236
H -0.4370 -4.9072 -2.5153 -0.494 0.148 -0.028 0.209
H -1.9484 -4.8623 -1.4337 0.905 0.191 -0.355 0.201
H -0.2834 -4.6142 -0.8160 -0.009 -0.537 0.506 0.221
H -2.5906 0.6818 -1.3718 0.215 5.456 -1.726 0.218
H -3.2174 -0.6901 -1.9540 0.167 -0.611 0.045 0.226
H 3.7603 1.9434 -0.1571 -0.627 -1.341 0.307 0.213
H 3.6277 1.2643 1.3978 0.540 0.329 2.280 0.217
H -0.8976 -0.5576 -2.2385 0.566 0.544 -0.374 0.219
H 1.4801 0.5633 1.3086 -0.381 0.248 -0.194 0.225
```
Forces are in eV/Å.

Results
- SMILES string = CNC(=O)[C@@H](Cc1c[nH]c2ccccc12)NC(=O)[C@@H](Cc1ccccc1)NC(C)=O
- HOMO energy (eV) = -7.917
- total charge = 0
- Kohn-Sham gap (hartree) = 0.311


In the order shown, the computed energy values come out to -2404.99824, -1377.83162, -1659.81805, -1336.73945 hartree.
In the order shown, the computed ΔE to the lowest compared entry with this formula, charge and spin values come out to 63.9, 63.7, 5.4, 379.2 kJ/mol.